(1)
20
Properties=species:S:1:pos:R:3:nbo_charge:R:1 method="wB97M-V/def2-TZVPD" orbital_gap_ev=8.95 total_charge=0 relative_energy_kcal_mol=87.2 e_homo_ev=-8.623
H 1.60 0.05 0.12 0.471
O 1.57 0.72 1.42 -0.769
H -0.14 -1.65 -2.88 0.375
H -1.88 -3.18 -2.01 0.216
C 0.48 2.36 2.86 -0.702
N 1.28 -0.51 -0.75 -0.808
H 1.33 2.98 2.81 0.251
H -0.50 3.02 3.04 0.245
H -1.63 -2.49 -0.42 0.212
H -0.22 -3.53 -1.24 0.195
O -0.05 2.15 0.66 -0.798
C -0.06 -0.48 -1.23 0.675
C 0.58 1.57 1.69 0.761
H -0.47 1.55 -0.75 0.469
H 0.71 1.59 3.79 0.211
N -0.86 0.68 -1.21 -0.738
H -1.76 0.77 -1.69 0.418
C -1.05 -2.73 -1.43 -0.448
N -0.80 -1.48 -2.13 -0.640
H 1.86 -1.39 -0.64 0.405

(2)
11
Properties=species:S:1:pos:R:3:nbo_charge:R:1 method="wB97M-V/def2-TZVPD" orbital_gap_ev=7.68 total_charge=-1 relative_energy_kcal_mol=48.3 e_homo_ev=-3.734
O 2.60 -0.12 0.52 -0.761
N 0.85 -1.01 -0.63 -1.000
O -1.88 0.41 -0.98 -0.625
H 1.47 -1.80 -0.62 0.323
C 1.59 -0.07 -0.14 0.796
O -1.14 0.42 1.24 -0.705
H 0.16 0.93 -0.79 0.492
O 0.92 1.18 -0.22 -0.799
H -0.42 0.98 0.86 0.506
C -1.77 -0.07 0.15 0.684
H -2.39 -0.85 0.60 0.088

Repeat the second record exactly.
11
Properties=species:S:1:pos:R:3:nbo_charge:R:1 method="wB97M-V/def2-TZVPD" orbital_gap_ev=7.68 total_charge=-1 relative_energy_kcal_mol=48.3 e_homo_ev=-3.734
O 2.60 -0.12 0.52 -0.761
N 0.85 -1.01 -0.63 -1.000
O -1.88 0.41 -0.98 -0.625
H 1.47 -1.80 -0.62 0.323
C 1.59 -0.07 -0.14 0.796
O -1.14 0.42 1.24 -0.705
H 0.16 0.93 -0.79 0.492
O 0.92 1.18 -0.22 -0.799
H -0.42 0.98 0.86 0.506
C -1.77 -0.07 0.15 0.684
H -2.39 -0.85 0.60 0.088